P) {"formula": "C8H12N2", "method": "ωB97M-V/def2-TZVPD", "orbital_gap_ev": [7.9, 8.0], "homo_energy_ev": [-7.8, -8.1], "total_charge": 0, "elements": ["C", "C", "C", "C", "C", "C", "C", "C", "N", "N", "H", "H", "H", "H", "H", "H", "H", "H", "H", "H", "H", "H"], "xyz": [[0.785, -1.328, 2.733], [-1.823, -0.326, 0.316], [-0.278, -0.700, 2.132], [-0.892, 0.825, -0.142], [0.382, 1.084, 0.491], [0.478, 0.530, -0.950], [0.963, 1.602, -1.853], [0.840, -0.940, -1.126], [1.668, -2.050, 2.977], [-1.159, -1.264, 1.235], [-2.714, 0.047, 0.826], [-2.234, -0.887, -0.665], [-0.783, -0.041, 2.803], [-1.398, 1.784, -0.439], [0.898, 1.985, 1.010], [1.969, 1.409, -2.257], [1.028, 2.530, -1.396], [0.378, 1.726, -2.774], [0.538, -1.496, -0.275], [1.898, -1.002, -1.209], [0.252, -1.491, -1.993], [-0.798, -1.996, 0.556]]}

=====

Q) {"formula": "C8H12N2", "method": "ωB97M-V/def2-TZVPD", "orbital_gap_ev": [8.5, 8.5], "homo_energy_ev": [-7.8, -7.8], "total_charge": 0, "elements": ["C", "C", "C", "C", "C", "C", "C", "C", "N", "N", "H", "H", "H", "H", "H", "H", "H", "H", "H", "H", "H", "H"], "xyz": [[-1.069, 0.763, -1.065], [-0.034, 1.796, 1.704], [-2.590, 2.247, 0.043], [0.312, 0.713, -0.490], [0.402, 1.991, 0.314], [1.280, -2.814, -0.314], [0.605, -0.550, 0.395], [0.335, -1.682, -0.659], [-2.039, 1.237, -0.417], [1.188, 2.041, 1.594], [-1.302, 0.188, -1.870], [-0.897, 1.571, 2.272], [-3.351, 2.280, 0.838], [0.232, 2.854, -0.191], [1.259, 0.735, -1.176], [2.133, -2.640, -0.890], [0.791, -3.700, -0.532], [1.303, -2.674, 0.734], [1.618, -0.530, 0.746], [0.003, -0.535, 1.221], [-0.654, -1.919, -0.568], [0.476, -1.373, -1.688]]}

=====

Pick the most stable structure from those above. Pick: P)